# 1
# C35H39NOSSi

An isolated molecule of C35H39NOSSi (wB97M-V/def2-TZVPD, the Open Molecules 2025 dataset).

Cartesian coordinates (Å):
H  3.865  -0.234  0.046
C  -4.053  3.414  2.555
H  -4.608  3.145  1.655
C  0.289  1.264  1.352
H  -6.419  0.926  0.836
H  -5.352  -2.727  2.824
H  1.627  -6.643  3.527
H  2.694  -2.589  4.119
C  -2.583  4.052  4.866
N  -1.481  -2.803  0.240
H  -3.063  6.110  4.413
C  0.312  -1.100  1.868
C  -6.130  -2.075  2.417
H  -2.824  -4.116  -0.765
H  1.111  -0.249  0.047
H  -1.945  4.294  5.725
H  0.228  -1.988  -0.657
C  -8.083  -0.238  1.589
H  -0.500  2.546  2.912
C  -3.614  2.366  3.408
H  1.260  -4.558  -0.197
C  0.317  -4.147  -0.571
C  -8.469  -1.451  2.184
C  -3.446  -1.732  1.182
C  4.798  -3.084  1.479
H  -1.135  -5.587  -1.289
H  -4.263  5.548  2.283
C  0.587  -0.048  0.987
H  4.618  -4.056  1.956
C  -2.812  2.721  4.540
H  -1.743  -0.729  0.379
C  -5.758  -0.925  1.701
H  2.312  -4.660  2.230
C  -4.332  -0.626  1.362
C  -0.637  0.454  3.424
C  -3.172  5.071  4.099
C  -0.312  1.522  2.587
H  -2.580  -4.506  0.927
H  -2.298  -4.926  4.105
C  3.809  -0.186  1.141
H  4.775  0.180  1.520
H  4.881  -3.245  0.395
C  -3.868  4.746  2.919
H  -2.436  1.923  5.183
H  -8.822  0.515  1.317
H  0.509  2.077  0.658
H  -7.776  -3.340  3.007
H  -0.682  -6.809  4.471
C  0.381  -3.688  2.382
C  3.128  -1.681  3.684
C  -0.233  -0.846  3.122
H  -9.529  -1.679  2.316
H  -1.230  0.592  4.325
C  0.900  -5.845  3.365
H  0.431  -3.965  -1.650
H  3.043  0.551  1.413
H  -4.154  0.229  0.687
C  -7.493  -2.378  2.573
H  2.450  -0.843  3.889
H  5.757  -2.693  1.846
O  2.090  -2.531  1.096
C  0.710  -2.506  1.415
H  4.082  -1.475  4.192
C  -2.203  -1.706  0.575
Si  3.441  -1.875  1.859
C  -0.387  -5.932  3.896
C  1.291  -4.721  2.623
H  -1.592  -2.940  2.786
C  -0.025  -2.783  0.066
S  -4.079  0.747  3.141
C  -1.291  -4.892  3.686
C  -0.896  -5.051  -0.365
H  -3.788  -2.700  1.542
C  -6.739  0.005  1.327
C  -0.897  -3.771  2.943
C  -2.067  -4.129  0.031
H  -0.713  -5.804  0.413
H  -0.301  -1.650  3.860

Atomic forces in eV per Å
0.0 0.1 0.2
0.1 -0.2 0.7
0.1 0.2 0.2
0.0 -0.2 0.0
-0.2 -0.2 0.2
-0.4 0.1 -0.2
-0.3 0.2 0.0
0.1 0.1 0.0
-0.4 0.2 -0.2
-0.1 0.0 -0.2
0.0 -0.3 -0.2
0.6 -0.4 0.4
-0.2 0.2 -0.5
0.1 0.4 0.1
-0.3 0.1 0.3
-0.4 0.0 -0.3
0.1 -0.2 0.5
0.2 -0.3 0.0
-0.2 -0.3 -0.2
1.1 2.2 -0.5
-0.3 0.1 0.0
0.0 0.6 -0.5
0.3 -0.1 -0.2
1.0 -0.7 -0.1
0.2 -0.1 0.0
0.0 0.0 0.2
0.1 -0.3 0.3
-0.1 0.3 0.2
0.1 0.2 -0.1
-0.7 -0.3 -0.6
-0.1 -0.5 0.0
0.1 0.2 0.2
-0.5 0.0 0.1
0.1 1.4 -0.7
0.2 -0.1 0.3
0.2 -0.2 -0.2
-0.1 -0.2 0.0
0.2 0.1 -0.1
0.3 0.0 -0.1
0.2 0.1 -0.1
-0.2 -0.1 -0.1
0.0 0.0 0.2
0.3 0.1 0.3
-0.1 0.3 -0.2
0.1 -0.3 0.1
0.0 -0.2 0.3
0.0 0.4 0.0
0.1 0.2 -0.1
0.0 0.7 -0.2
0.1 0.0 0.2
0.0 0.4 -0.4
0.4 0.1 0.0
0.5 0.2 -0.1
0.2 0.3 -0.1
0.2 -0.1 0.3
0.2 -0.2 0.0
-0.5 -0.7 0.2
0.2 0.3 0.1
0.1 -0.2 -0.1
-0.1 -0.1 -0.1
0.3 0.0 -0.1
0.4 -0.5 0.2
-0.2 -0.1 0.0
-0.9 0.4 0.4
-0.8 0.2 -0.1
0.0 0.0 -0.1
-0.1 -0.2 0.0
0.1 -0.5 0.1
-0.1 -0.1 -0.4
-0.5 -2.3 1.2
0.2 0.4 -0.2
-0.2 -0.3 0.3
0.0 0.2 -0.2
-0.1 -0.3 0.0
-0.3 -0.3 0.1
-0.2 -0.4 0.1
0.0 0.3 -0.1
-0.3 0.4 -0.3

Multiplicity = 1
Orbital gap = 0.239 Ha
Highest occupied orbital energy = -6.875 eV
Structure (SMILES) = C[Si](C)(C)OC(c1ccccc1)(c1ccccc1)[C@H]1CCCN1/C=C/[C@H](Sc1ccccc1)c1ccccc1

Here are the Löwdin charges for atoms 1 to 5, given in e: H 0.0401; C -0.1159; H 0.0929; C -0.0667; H 0.1133

***

# 2
# C6H12N

The ion C6H12N with charge +1 (wB97M-V/def2-TZVPD, the Open Molecules 2025 dataset).

Cartesian coordinates (Å):
C  0.114  -0.719  -2.902
H  2.290  -0.416  -0.247
H  0.331  1.365  -0.326
C  -1.773  0.496  2.986
C  1.296  -0.532  -0.681
H  0.036  -1.784  -2.682
H  2.218  -0.628  -2.643
C  1.349  -0.181  -2.165
H  -1.550  -0.507  3.350
H  0.964  -1.565  -0.610
H  1.389  0.901  -2.283
C  -0.141  -0.028  1.265
H  0.072  -0.510  -3.965
H  -0.784  -0.204  -2.564
H  -1.257  1.641  1.446
H  0.008  -1.054  1.573
H  -2.455  1.268  3.310
N  -1.219  0.699  1.839
C  0.368  0.358  0.093

Atomic forces in eV per Å
-0.2 0.5 0.5
0.1 -0.2 0.1
-0.7 0.0 0.3
0.3 -0.7 -2.0
0.0 0.2 -0.2
-0.3 0.0 -0.3
0.2 0.2 0.2
-0.6 0.0 -0.7
-0.5 0.5 0.8
0.2 -0.2 0.4
0.3 0.1 -0.1
-1.2 -0.7 -1.5
0.6 -0.3 -0.2
-0.3 -0.2 0.5
-0.6 -0.1 -0.1
-0.2 0.1 0.5
-0.1 -0.3 0.6
1.7 1.4 1.3
1.1 -0.1 0.0

Multiplicity = 1
Relative energy (zero: lowest compared OMol25 entry of this formula, charge and spin) = 160.5 kJ/mol
Net charge = +1
Orbital gap = 0.326 Ha
Highest occupied orbital energy = -14.300 eV
Structure (SMILES) = C=[NH+]/C=C/CCC

Here are the natural (NBO) charges for atoms 1 to 5, given in e: C -0.6096; H 0.2546; H 0.2225; C 0.0881; C -0.4615

***

# 3
# C20H23ClN4O10P2RuS

A structure of composition C20H23ClN4O10P2RuS (wB97M-V/def2-TZVPD, the Open Molecules 2025 dataset).

Cartesian coordinates (Å):
N  -0.552  -1.411  2.017
H  -2.846  -3.673  -2.471
H  -4.292  4.309  -2.748
H  4.706  2.764  0.391
C  -3.257  3.817  -4.567
H  -0.962  -2.643  5.650
H  0.110  0.952  -2.480
H  -2.582  -3.266  3.928
P  3.709  0.062  1.522
O  1.445  3.743  0.796
H  3.960  3.847  1.566
C  -2.485  -2.362  -0.008
H  -2.792  2.967  -1.319
O  0.638  1.300  0.959
H  3.134  1.153  3.452
N  2.607  1.953  2.977
N  -2.516  -2.580  1.362
N  -3.440  -3.172  -0.529
H  2.750  2.876  3.374
C  -2.638  3.011  -2.391
O  3.998  -0.147  2.995
Ru  0.510  -0.873  0.015
H  2.170  1.111  -1.290
H  1.604  1.760  2.921
O  1.854  -0.403  -1.776
C  2.872  -1.200  -1.710
C  -0.815  -2.323  4.626
H  -4.903  -4.535  0.274
H  5.133  2.597  2.100
O  1.423  -2.836  -0.787
S  -1.705  -1.234  -0.971
C  0.369  -1.145  2.961
H  -3.909  -2.276  -2.359
H  -0.830  1.604  -1.007
H  -3.809  -3.814  2.622
C  0.291  -1.576  4.266
H  -3.905  4.410  -5.200
H  4.802  -0.320  -0.261
C  -3.712  -3.266  -1.951
H  -2.015  3.146  -6.194
O  2.671  -0.799  0.878
O  5.022  0.040  0.650
Cl  -0.075  1.474  -5.081
C  -1.372  2.345  -4.331
H  1.217  -0.567  2.623
C  -4.097  -3.852  0.475
O  2.940  -3.513  -2.342
H  -4.574  -3.911  -2.097
O  4.069  -0.912  -1.711
C  -3.471  3.758  -3.189
C  -3.543  -3.498  1.635
C  -2.200  3.107  -5.128
C  -1.736  -2.659  3.656
P  1.706  2.309  0.518
C  -1.566  -2.194  2.352
H  1.071  -1.325  4.971
C  3.166  1.852  1.556
O  2.188  2.072  -0.972
C  4.320  2.827  1.406
C  -0.702  1.541  -2.078
C  2.392  -2.692  -1.622
C  -1.545  2.270  -2.920

Atomic forces in eV per Å
0.2 -0.4 0.6
0.0 0.0 0.0
0.0 0.0 0.0
0.0 0.0 0.0
0.0 0.0 0.0
0.0 -0.1 0.0
0.0 0.0 0.1
0.0 0.0 0.0
0.2 -0.1 0.2
-0.1 0.0 0.1
0.0 0.0 0.0
-0.2 0.4 0.1
0.0 0.0 0.0
-0.1 -0.3 -0.2
0.0 0.1 0.1
0.1 0.0 -0.1
0.1 -0.2 -0.1
-0.1 -0.2 0.0
0.0 0.0 -0.1
0.1 0.0 0.0
0.0 0.0 -0.1
1.2 -0.5 -0.7
0.0 0.1 -0.1
-0.1 0.0 0.1
0.5 0.8 0.1
-0.2 -0.9 0.0
0.0 0.0 -0.1
0.0 0.0 0.0
0.0 0.0 0.0
-0.4 0.0 0.1
-0.1 0.0 -0.1
0.0 0.2 0.0
0.0 0.0 0.0
0.0 0.0 0.0
0.0 0.0 0.0
-0.1 0.1 0.0
0.0 0.0 0.0
0.0 0.1 0.2
0.0 0.0 0.0
0.0 0.0 0.0
-0.3 0.0 0.4
0.0 -0.1 -0.4
0.0 0.0 0.0
-0.1 0.0 0.1
0.0 0.0 0.0
-0.1 -0.1 -0.2
-0.4 -0.3 0.3
0.0 0.0 0.0
-0.3 0.4 -0.1
0.0 0.0 0.0
0.1 0.1 0.1
0.0 0.0 0.0
-0.3 -0.1 0.1
0.2 0.1 -0.4
-0.1 0.1 0.0
0.0 0.0 0.0
-0.2 0.0 0.0
-0.1 -0.1 0.4
-0.1 0.0 0.1
-0.1 0.2 -0.3
0.4 0.8 -0.1
0.0 0.1 0.0

Multiplicity = 6
Relative energy (zero: lowest compared OMol25 entry of this formula, charge and spin) = 40.6 kJ/mol
Net charge = -1
Expectation value of S² = 8.8030
Orbital gap (spin up / spin down) = 0.238 / 0.242 Ha
Highest occupied orbital energy (spin up / spin down) = -4.591 / -4.868 eV

Here are the natural (NBO) charges for atoms 1 to 5, given in e: N -0.4773; H 0.2373; H 0.2055; H 0.2574; C -0.2218

***

# 4
# C5H6O2

An isolated molecule of C5H6O2 (wB97M-V/def2-TZVPD, the Open Molecules 2025 dataset).

Cartesian coordinates (Å):
H  -0.052  -0.211  -1.735
C  2.586  -0.750  0.010
C  0.088  -0.125  -0.652
H  -0.778  1.966  -0.893
O  -0.090  1.672  1.040
H  -1.138  0.918  1.308
H  -1.679  -1.471  -0.503
C  -0.450  1.245  -0.131
O  -1.762  0.393  0.435
C  1.457  -0.454  -0.283
C  -1.042  -0.831  0.108
H  3.590  -0.994  0.283
H  -0.730  -1.357  1.013

Atomic forces in eV per Å
0.1 0.0 0.2
-0.4 0.1 -0.1
0.0 -0.1 0.0
0.0 -0.1 0.1
0.0 0.0 0.0
-0.1 -0.1 -0.1
0.1 0.1 0.1
0.0 0.1 -0.1
0.0 0.1 0.2
0.5 -0.2 0.0
0.0 -0.2 0.0
-0.2 0.0 -0.1
0.0 0.1 -0.1

Multiplicity = 1
Relative energy (zero: lowest compared OMol25 entry of this formula, charge and spin) = 448.4 kJ/mol
Orbital gap = 0.389 Ha
Highest occupied orbital energy = -9.712 eV

Here are the natural (NBO) charges for atoms 1 to 5, given in e: H 0.2406; C -0.2048; C -0.3964; H 0.1600; O -0.7558